{
  "formula": "C2H3NO2S",
  "method": "the ωB97M-V functional and the def2-TZVPD basis",
  "mol_weight_g_mol": 105.118,
  "s_squared": 2.009,
  "multiplicity": 3,
  "relative_energy_kj_mol": 314.77,
  "elements": ["C", "C", "N", "O", "O", "S", "H", "H", "H"],
  "xyz": [[-0.236, -2.060, 1.172], [0.161, -0.949, 0.907], [-0.850, 1.094, -1.689], [1.819, 0.953, 0.207], [-0.079, 1.419, 1.778], [0.472, 0.738, 0.650], [-0.624, -3.059, 1.004], [-0.149, 1.799, -2.203], [-0.514, 0.065, -1.826]],
  "atomic_forces_ev_per_a": [[-0.1224, 0.0624, -1.4103], [0.1239, -0.4676, 0.7039], [1.6803, 0.1213, -1.6308], [0.7988, -0.1134, -0.3085], [-0.2729, 0.5673, 0.9290], [-0.5537, -0.6312, 0.2717], [0.2835, 0.5054, 0.6718], [-1.6353, -2.3469, 1.0487], [-0.3023, 2.3028, -0.2755]]
}